Arrangement i

13
Properties=species:S:1:pos:R:3 method="wB97M-V/def2-TZVPD" spin_multiplicity=1 gap_ev=11.407 smiles="CC=O.O.O" homo_energy_ev=-10.56
O 0.695 1.230 -0.148
C 0.590 0.817 0.983
C 0.346 -0.607 1.352
H 0.641 1.526 1.829
H 0.963 -0.902 2.204
H -0.704 -0.699 1.644
H 0.533 -1.263 0.509
H 1.035 -0.144 -1.497
H 1.455 -0.931 -2.759
O 1.017 -1.022 -1.909
H -1.427 0.819 -0.630
H -2.804 0.543 -1.209
O -2.338 0.633 -0.369

Arrangement ii

13
Properties=species:S:1:pos:R:3 method="wB97M-V/def2-TZVPD" spin_multiplicity=1 gap_ev=10.477 smiles=OCCO.O homo_energy_ev=-9.96
O 0.520 0.341 -3.178
H 1.200 -0.261 -3.558
H 1.027 0.949 -2.593
O -1.876 -0.169 0.448
O 0.067 0.961 1.895
C -0.595 -0.458 0.115
C 0.221 -0.402 1.436
H -1.889 0.423 1.229
H 0.806 1.531 1.594
H -0.356 -1.455 -0.303
H -0.196 0.304 -0.583
H -0.198 -1.047 2.232
H 1.268 -0.716 1.265

Energy above the most stable structure, in eV: arrangement i 0.000; arrangement ii 0.827

Arrangement i

7
Properties=species:S:1:pos:R:3 method="wB97M-V/def2-TZVPD" spin_multiplicity=1 gap_ev=7.686 total_charge=-1 homo_energy_ev=-3.92
I 1.983 -1.590 -0.195
O -1.647 -0.871 0.347
H -0.936 -1.362 0.063
H -1.312 -0.266 1.028
O 0.372 1.445 -0.723
H 1.113 0.823 -0.679
H 0.428 1.822 0.159

Arrangement ii

7
Properties=species:S:1:pos:R:3 method="wB97M-V/def2-TZVPD" spin_multiplicity=1 gap_ev=6.472 total_charge=-1 homo_energy_ev=-3.36
I -1.404 0.654 1.262
O -3.099 -0.513 -4.817
H -2.509 -0.194 -4.135
H -2.823 -0.052 -5.609
O 3.312 0.147 4.806
H 4.005 -0.162 4.222
H 2.518 0.120 4.271

Energy above the most stable structure, in eV: arrangement i 0.000; arrangement ii 0.384